1.
151
Properties=species:S:1:pos:R:3 method="wB97M-V/def2-TZVPD" homo_lumo_gap_ev=6.7 total_energy_ha=-4605.40159 total_charge=-1 homo_energy_ev=-5.06
Nb -4.05 -4.33 2.65
Si -3.66 6.62 -6.93
Si 6.66 -3.06 1.98
Si -1.97 8.89 -8.20
Si 10.25 0.15 6.76
Si 4.42 -3.06 4.12
Si 10.56 3.14 5.98
Si -5.31 0.24 -3.87
Si -6.33 0.71 -6.76
O 5.30 -2.64 2.79
O 10.79 1.51 6.01
O -4.40 -2.27 2.83
O -7.71 -1.93 1.85
O -8.49 -3.74 0.71
O -2.38 7.60 -7.28
O -5.62 -0.01 -5.47
O -3.48 -0.41 2.39
O -3.71 -8.61 3.74
N 0.33 -3.61 1.49
N -8.19 -5.85 2.48
N -3.73 -1.49 1.96
C -0.18 9.29 -7.89
C -5.49 2.34 -7.12
C -1.15 -3.58 1.41
C -3.66 -6.55 2.47
C -4.28 1.79 -3.66
C 8.15 -2.90 3.10
C 10.92 3.86 7.67
C 6.86 -1.91 0.52
C -8.14 1.02 -6.40
C -6.96 -5.90 2.84
C -5.06 7.64 -6.21
C -4.34 -4.25 0.41
C 8.42 -0.07 6.45
C 6.54 -4.82 1.37
C -7.57 -2.74 0.96
C 3.88 -4.84 4.00
C -3.93 -7.41 3.68
C -5.78 -4.15 -0.16
C -6.46 -2.77 -0.06
C -4.37 -1.22 -3.19
C 11.17 -1.32 6.07
C -3.64 -4.35 4.91
C -4.26 5.78 -8.49
C -3.02 10.37 -7.74
C 2.93 -1.96 4.24
C -2.21 8.50 -10.01
C -3.12 5.34 -5.69
C 11.72 3.88 4.73
C 8.79 3.52 5.50
C 10.56 0.26 8.60
C 5.48 -2.84 5.66
C -1.79 -4.07 2.70
C -6.17 -0.41 -8.24
C -6.21 -4.68 3.24
C -6.91 0.44 -2.93
H -4.66 6.50 -9.21
H 10.20 3.51 8.41
H -7.45 1.33 -3.24
H 7.84 0.73 6.92
H 12.24 -1.24 6.24
H 8.09 3.17 6.26
H -5.13 -0.60 -8.47
H -1.66 7.60 -10.30
H -6.43 -6.86 2.78
H -5.90 2.78 -8.04
H 0.00 9.54 -6.84
H -2.96 10.58 -6.67
H -5.73 -1.98 0.14
H -5.46 8.34 -6.94
H -1.54 -3.38 3.51
H 8.11 -3.62 3.92
H -4.95 -2.14 -3.29
H 4.89 -3.03 6.55
H -2.96 -5.15 5.21
H 7.77 -2.17 -0.04
H 8.20 -0.07 5.39
H -4.07 10.20 -7.99
H 7.41 -5.07 0.74
H 6.95 -0.87 0.84
H -3.42 -1.36 -3.70
H -7.57 -0.42 -3.09
H -6.93 -2.55 -1.02
H -3.13 -3.40 5.13
H -1.85 9.32 -10.63
H 9.97 1.06 9.06
H -4.36 -6.92 4.57
H 3.21 -0.91 4.32
H 10.30 -0.68 9.09
H 11.54 3.48 3.73
H 2.35 -2.22 5.13
H 11.92 3.59 8.01
H -6.37 -4.54 4.32
H -4.00 1.91 -2.61
H 11.62 0.47 8.81
H -1.50 -4.19 0.57
H -2.77 5.80 -4.77
H -5.64 3.05 -6.31
H 12.76 3.68 4.98
H 10.85 4.95 7.63
H -2.69 11.26 -8.29
H 11.59 4.96 4.69
H -4.72 8.21 -5.34
H -3.27 8.34 -10.25
H -3.36 1.74 -4.25
H -6.73 -3.84 2.77
H -8.28 1.75 -5.60
H 0.12 10.16 -8.49
H 6.51 -5.53 2.20
H -6.45 -4.89 0.29
H 4.73 -5.52 4.02
H -3.94 -5.19 0.01
H -4.31 -6.96 1.68
H 6.01 -1.99 -0.16
H -3.96 4.69 -5.45
H -3.72 -3.46 -0.05
H 8.66 4.60 5.39
H 5.64 -4.97 0.77
H -2.63 -6.77 2.16
H -8.62 -4.29 1.50
H 11.00 -1.43 5.00
H 0.73 -2.88 0.91
H 8.08 -1.02 6.87
H -8.64 1.41 -7.29
H 5.88 -1.82 5.72
H 2.29 -2.08 3.37
H -5.87 6.98 -5.89
H -5.72 -4.43 -1.22
H -4.17 -1.06 -2.13
H -1.31 -5.02 2.97
H 3.23 -5.09 4.84
H 8.53 3.05 4.55
H -8.65 0.10 -6.11
H 6.33 -3.53 5.66
H -8.53 -6.77 2.21
H 10.82 -2.24 6.56
H -6.66 -1.37 -8.06
H 3.32 -5.01 3.08
H 0.47 8.46 -8.16
H -1.44 -2.54 1.21
H -4.83 2.68 -3.96
H -5.05 5.07 -8.25
H -2.32 4.72 -6.09
H -6.64 0.05 -9.11
H 9.07 -3.07 2.55
H -3.45 5.24 -8.98
H -4.54 -4.39 5.53
H -6.72 0.51 -1.86
H -4.42 2.21 -7.26
H 0.68 -4.50 1.15
H 8.19 -1.90 3.54

***

2.
157
Properties=species:S:1:pos:R:3 method="wB97M-V/def2-TZVPD" homo_lumo_gap_ev=9.3 total_energy_ha=-2685.11801 e_above_lowest_kj_mol=112.10 homo_energy_ev=-8.70
O 0.00 -10.51 -20.42
O 4.21 -12.17 -22.49
O 0.31 -14.47 -23.08
O -4.60 -19.60 -20.04
O -1.47 -20.37 -24.09
O 3.69 -17.15 -21.92
O -1.65 -15.42 -24.76
O 2.14 -18.56 -26.03
O -3.21 -13.27 -24.05
O 1.61 -15.99 -18.57
O -4.31 -10.83 -19.24
O 1.68 -11.24 -26.44
O -1.86 -14.18 -15.39
N 3.90 -15.05 -20.18
N -4.65 -13.62 -21.69
N -5.43 -15.97 -19.88
N 2.10 -16.18 -24.41
N 1.13 -11.40 -22.79
C -1.29 -8.85 -21.60
C -0.78 -12.94 -17.07
C -3.99 -10.63 -17.85
C 0.44 -16.68 -18.21
C -6.41 -12.09 -20.90
C 2.80 -12.93 -19.83
C 3.29 -17.75 -25.85
C -1.98 -13.84 -16.76
C 1.70 -11.76 -25.10
C 1.59 -18.47 -27.37
C -2.78 -12.26 -24.94
C 3.60 -19.13 -20.40
C 3.39 -13.90 -20.89
C 2.06 -9.57 -23.92
C 0.90 -18.09 -17.82
C -1.30 -18.99 -24.19
C -3.43 -10.90 -24.67
C 4.60 -13.31 -21.67
C -5.33 -18.41 -19.77
C -4.62 -17.11 -20.31
C 0.44 -11.27 -27.06
C 2.88 -18.08 -21.22
C -1.31 -10.10 -20.70
C -0.98 -15.20 -25.96
C -4.16 -12.17 -19.71
C 1.18 -10.79 -24.07
C -3.17 -16.92 -19.82
C -4.85 -20.15 -21.34
C -0.28 -18.46 -23.19
C -1.44 -16.06 -27.06
C -4.90 -12.29 -21.07
C 5.35 -11.70 -23.20
C -0.20 -14.98 -21.85
C -0.78 -13.87 -21.10
C 4.33 -15.54 -25.34
C 2.98 -16.27 -25.55
H -2.76 -14.08 -24.33
H -5.49 -13.79 -22.23
H 1.80 -13.27 -19.55
H 2.97 -19.82 -19.85
H 0.18 -10.41 -24.29
H -4.57 -19.52 -22.18
H 2.69 -14.17 -21.68
H -3.26 -10.16 -25.45
H 0.15 -12.29 -27.35
H 3.72 -16.39 -21.33
H 0.09 -15.28 -25.79
H -1.84 -9.95 -19.76
H 4.16 -14.48 -25.15
H -2.93 -10.69 -17.63
H 1.06 -12.64 -25.09
H -3.12 -12.67 -25.89
H 5.01 -15.69 -26.18
H 4.26 -18.63 -19.68
H -3.07 -12.25 -19.80
H 2.71 -12.10 -24.90
H -1.69 -12.24 -24.86
H -0.93 -18.79 -25.20
H -1.51 -13.34 -21.70
H 5.09 -14.07 -22.28
H -4.45 -11.57 -21.76
H -1.24 -14.18 -20.16
H -1.72 -10.91 -21.30
H -0.41 -10.92 -26.48
H -1.13 -15.07 -24.03
H 0.74 -18.67 -23.50
H 3.74 -18.18 -24.96
H -0.51 -18.73 -22.16
H 4.23 -19.75 -21.04
H 0.01 -13.13 -20.93
H -1.96 -14.74 -17.37
H -6.31 -15.93 -20.37
H 0.98 -15.10 -23.36
H -0.90 -7.95 -21.12
H -3.99 -13.46 -22.43
H -0.21 -16.83 -19.07
H 4.01 -17.93 -26.65
H -6.92 -12.88 -20.36
H -2.41 -20.54 -24.18
H -0.65 -12.06 -16.44
H -4.61 -17.09 -21.40
H 1.18 -17.48 -27.55
H -5.47 -18.32 -18.69
H 6.17 -11.42 -22.54
H 4.86 -15.95 -24.48
H -4.24 -21.05 -21.43
H 2.01 -17.63 -20.75
H 5.10 -10.89 -23.89
H 0.42 -10.69 -27.98
H 2.09 -11.63 -22.61
H 2.40 -18.61 -28.08
H 1.29 -18.72 -18.62
H 1.92 -15.46 -17.83
H -0.91 -15.79 -22.03
H 1.74 -18.07 -17.14
H 3.07 -9.90 -23.67
H -4.31 -9.63 -17.55
H -4.50 -11.12 -24.69
H 5.40 -12.91 -21.04
H -2.52 -17.74 -20.12
H 0.84 -19.25 -27.46
H 5.68 -12.55 -23.80
H -2.88 -13.25 -16.95
H -1.13 -14.17 -26.28
H 4.55 -14.70 -19.49
H -2.50 -15.89 -27.25
H 1.75 -17.12 -24.53
H -3.21 -16.99 -18.74
H 2.15 -8.95 -24.81
H 3.40 -12.83 -18.93
H 2.72 -16.33 -23.63
H -2.28 -8.54 -21.93
H -1.24 -17.12 -26.91
H 2.31 -18.68 -21.93
H -2.23 -18.45 -24.05
H 2.53 -15.85 -26.46
H 0.03 -16.11 -17.38
H -5.90 -20.45 -21.35
H 2.63 -11.92 -20.20
H 0.73 -12.32 -22.89
H -3.07 -10.55 -23.70
H -0.96 -15.86 -28.01
H 0.12 -13.55 -17.00
H -0.30 -17.37 -23.22
H 0.06 -18.62 -17.36
H -0.69 -9.01 -22.50
H -2.52 -14.82 -15.10
H -4.47 -11.37 -17.19
H -2.67 -16.02 -20.16
H -4.52 -12.90 -19.00
H -6.33 -18.45 -20.19
H -0.80 -12.61 -18.11
H 1.66 -8.97 -23.10
H -5.01 -15.12 -20.23
H -6.61 -11.15 -20.39
H 0.29 -10.81 -21.29
H 3.15 -15.33 -19.57
H -6.91 -11.91 -21.86
H 0.59 -15.48 -21.28

***

3.
165
Properties=species:S:1:pos:R:3 method="wB97M-V/def2-TZVPD" homo_lumo_gap_ev=8.2 total_energy_ha=-3137.62801 e_above_lowest_kj_mol=0.00 homo_energy_ev=-8.17
O 2.40 -1.24 0.28
O -2.70 -1.59 -8.35
O -2.16 -0.75 4.37
O 2.16 -5.76 5.40
O 6.91 3.61 -1.65
O 0.15 -1.20 6.27
O -3.48 2.36 4.99
O -4.68 4.13 -0.03
O 4.90 -4.71 3.92
O 2.94 1.19 -1.37
O 5.14 0.56 0.17
O -4.41 1.28 0.80
O -6.71 -2.63 0.02
O -2.34 4.28 2.05
O -0.24 -1.30 -4.27
O -1.65 4.19 -7.16
O -3.83 0.11 -4.09
O -8.86 -1.24 -0.81
O 4.90 1.57 3.02
N -5.01 -1.08 -6.24
N 0.37 -3.27 4.38
N 6.82 2.97 1.18
N -0.90 0.08 1.17
N -0.97 1.62 -4.54
C 1.27 -1.27 5.39
C 0.78 -5.57 5.30
C 6.13 -2.84 3.11
C -1.61 2.36 -5.63
C -3.99 -1.84 -5.49
C 6.90 2.81 2.61
C -5.20 0.11 0.61
C 5.54 2.79 3.30
C 0.61 -0.20 -4.09
C -4.36 1.29 5.30
C 1.61 -2.65 4.82
C -3.69 0.73 -2.83
C 2.55 -6.48 6.56
C -3.96 -1.01 -8.60
C 5.84 3.92 -0.78
C -2.46 -2.76 -9.12
C 6.32 4.22 0.62
C -0.07 3.68 1.50
C -3.12 0.99 1.34
C 6.47 3.30 -2.96
C 0.38 -1.92 7.47
C -2.13 0.29 0.41
C 5.61 -4.23 2.77
C 3.71 1.31 3.74
C -1.31 4.39 1.06
C 0.24 0.91 -5.05
C -5.74 1.86 5.64
C -5.06 -1.53 -7.64
C 0.19 -0.36 0.31
C 0.16 -2.44 -3.53
C -3.99 -1.28 -4.07
C -1.14 5.41 -7.60
C -0.84 3.55 -6.17
C 1.29 -1.01 1.15
C 0.33 -4.69 4.13
C 3.43 -1.96 0.92
H 0.32 -2.20 -2.48
H 6.44 -4.93 2.58
H 3.68 -1.53 1.90
H -1.62 0.86 -4.35
H -4.37 -1.31 -9.57
H -5.17 -2.61 -7.63
H 0.71 0.50 -0.14
H -0.71 -4.99 4.02
H 0.13 3.31 -6.63
H 5.53 4.63 1.25
H -1.09 -0.63 1.88
H -9.16 -0.51 -0.27
H 1.07 -2.85 -3.97
H 2.08 -3.18 5.65
H -4.87 -1.68 -3.54
H -2.52 -2.55 -10.20
H 7.25 3.25 -3.71
H -1.16 5.44 0.80
H -3.23 2.28 4.06
H 7.42 1.89 2.89
H -1.94 1.73 -6.46
H 7.11 4.97 0.53
H -4.54 0.68 4.41
H 4.90 -4.28 1.94
H 5.74 2.91 4.38
H -4.28 -2.88 -5.41
H -2.98 -1.72 -5.89
H -4.57 0.52 -2.20
H 0.91 -1.98 1.50
H 4.35 -1.81 0.35
H -3.16 -1.69 -3.47
H 2.33 0.61 -0.91
H -0.72 4.31 -5.39
H 5.62 3.94 -3.23
H -8.11 -1.64 -0.33
H 0.43 -2.99 7.24
H -4.40 4.18 -0.95
H 0.33 -6.58 5.24
H -0.16 -1.00 -0.51
H -6.24 2.21 4.73
H 1.00 -0.48 4.67
H 0.56 0.13 -3.05
H 2.12 -0.78 5.87
H -3.21 0.51 2.32
H -5.67 2.72 6.30
H -1.75 0.05 4.03
H 1.04 1.65 -5.00
H -2.76 2.01 1.46
H -0.13 2.60 1.44
H 3.15 -3.00 1.11
H -6.55 -3.40 -0.54
H 7.42 3.67 3.07
H -3.68 1.78 -3.09
H -1.89 0.95 -0.43
H -4.69 -0.77 0.21
H -6.48 -2.93 0.91
H 5.56 -2.33 3.88
H 7.17 -2.82 3.42
H -0.79 6.05 -6.78
H -5.65 -0.13 1.58
H -0.43 -1.72 8.17
H 4.56 -5.59 3.73
H 3.82 0.87 -1.09
H 0.31 4.07 2.45
H -4.80 -0.11 -6.02
H -4.02 0.59 6.05
H -3.10 -3.57 -8.77
H 5.29 4.77 -1.21
H 7.69 2.73 0.72
H 5.13 3.08 -0.79
H 2.87 -5.85 7.40
H 4.89 3.59 2.93
H -1.43 -1.28 4.70
H -4.43 3.23 0.24
H -6.37 1.07 6.05
H -2.45 2.88 -5.14
H 6.11 2.26 -2.94
H -0.42 -2.83 4.79
H 1.63 -0.38 1.98
H -6.00 -1.07 -7.97
H -0.64 -3.17 -3.67
H -6.02 0.36 -0.07
H -1.88 5.99 -8.15
H -2.52 -0.63 -0.05
H -2.83 0.40 -2.25
H 3.98 1.51 4.79
H 5.41 1.04 0.97
H 0.76 -4.97 3.16
H 5.97 0.33 -0.25
H 0.22 -5.19 6.17
H 1.31 -1.58 7.93
H -1.71 3.92 0.14
H 2.32 -2.50 4.00
H 1.65 -0.47 -4.34
H -1.40 -2.96 -9.03
H 0.69 3.92 0.74
H 5.90 -2.25 2.21
H 3.42 0.27 3.66
H 3.55 -6.85 6.29
H -3.90 0.07 -8.46
H -0.33 5.27 -8.33
H 2.87 1.94 3.45
H -3.20 4.35 1.63
H 0.09 0.54 -6.07
H 1.84 -7.25 6.83